1.
A 4-piece molecular cluster, C3H9NO2S overall at a distorted geometry. Source: the OMol25 dataset; level of theory: ωB97M-V with the def2-TZVPD basis set.

Summary:
total charge = 0
maximum force = 3.3 eV Å⁻¹
spin multiplicity = 1
highest occupied orbital energy = -9.8 eV
energy = -723.0415 Ha
frontier orbital gap = 0.369 hartree

XYZ file:
```
16
Properties=species:S:1:pos:R:3:forces:R:3
N 0.469373 0.794093 0.340344 -0.96 2.83 0.80
C -0.742293 0.156211 -1.472636 0.08 0.35 -3.18
O -1.380730 2.032049 2.597383 0.61 0.23 -0.89
H 2.210396 -1.178544 -0.696108 0.66 0.07 -0.54
H 1.211855 0.819574 0.959695 1.94 -0.66 1.51
H 1.002548 -1.905188 0.209606 -0.59 -0.22 -1.04
H -1.156983 -0.812069 -1.770927 -0.24 0.19 0.27
H 0.465023 -1.696010 2.700832 1.12 1.53 -2.28
C 0.403879 -0.006841 -0.590336 -0.14 -3.17 -0.64
H -1.441338 0.822336 -1.000817 -0.47 0.07 -0.34
O -2.248733 2.206057 0.332792 0.68 0.32 0.27
H -0.382404 0.602759 -2.495951 -0.59 -0.56 1.79
H 0.783426 -1.255739 2.038670 -1.15 -1.52 2.47
C 1.149699 -1.349764 -0.738952 0.58 2.36 2.30
S -1.150137 2.486399 1.237232 -1.34 -0.28 0.67
H 0.806418 -1.715325 -1.650828 -0.17 -1.53 -1.17
```
Forces are in eV/Å.

These are the natural (NBO) partial charges, in e, on atoms 1 to 4: -0.69 -0.69 -0.87 0.23

2.
A 2-piece molecular cluster, C3H9NO2S overall at a distorted geometry. Source: the OMol25 dataset; level of theory: ωB97M-V with the def2-TZVPD basis set.

Summary:
total charge = 0
maximum force = 4.0 eV Å⁻¹
SMILES = O=CNCCS.O
spin multiplicity = 1
highest occupied orbital energy = -9.6 eV
energy = -723.0812 Ha
frontier orbital gap = 0.376 hartree

XYZ file:
```
16
Properties=species:S:1:pos:R:3:forces:R:3
H -1.441424 -0.421675 -3.432979 -0.86 -0.06 1.35
H -2.026454 -0.927449 -1.828634 0.55 1.00 -2.13
H -0.057498 -0.582752 -0.562866 -2.04 0.43 2.32
H -0.086975 1.020341 2.031081 1.25 -1.43 -1.46
O -1.453469 -1.028394 -2.670998 0.39 -0.80 0.80
H 2.972659 -0.593206 -0.934268 -0.29 0.01 -0.32
H 0.478314 -0.693455 2.158173 1.69 1.59 -1.30
C 1.628397 0.786042 0.613663 2.56 1.77 0.04
C -1.859364 -0.127948 0.538349 0.42 0.93 -0.20
S 3.046625 -0.332739 0.365158 0.28 -0.36 0.38
H -2.128696 0.391648 1.515535 0.20 -0.75 -0.80
H 2.152522 1.656513 1.120644 -0.96 -1.17 0.30
N -0.532870 -0.323947 0.396736 2.02 0.04 -1.57
H 1.523421 1.344094 -0.373894 -1.17 -1.27 1.07
C 0.472820 0.182977 1.392712 -3.80 0.40 1.19
O -2.688008 -0.350051 -0.328411 -0.25 -0.35 0.34
```
Forces are in eV/Å.

These are the natural (NBO) partial charges, in e, on atoms 1 to 4: 0.49 0.52 0.44 0.20

Repeat the second record exactly.
A 2-piece molecular cluster, C3H9NO2S overall at a distorted geometry. Source: the OMol25 dataset; level of theory: ωB97M-V with the def2-TZVPD basis set.

Summary:
total charge = 0
maximum force = 4.0 eV Å⁻¹
SMILES = O=CNCCS.O
spin multiplicity = 1
highest occupied orbital energy = -9.6 eV
energy = -723.0812 Ha
frontier orbital gap = 0.376 hartree

XYZ file:
```
16
Properties=species:S:1:pos:R:3:forces:R:3
H -1.441424 -0.421675 -3.432979 -0.86 -0.06 1.35
H -2.026454 -0.927449 -1.828634 0.55 1.00 -2.13
H -0.057498 -0.582752 -0.562866 -2.04 0.43 2.32
H -0.086975 1.020341 2.031081 1.25 -1.43 -1.46
O -1.453469 -1.028394 -2.670998 0.39 -0.80 0.80
H 2.972659 -0.593206 -0.934268 -0.29 0.01 -0.32
H 0.478314 -0.693455 2.158173 1.69 1.59 -1.30
C 1.628397 0.786042 0.613663 2.56 1.77 0.04
C -1.859364 -0.127948 0.538349 0.42 0.93 -0.20
S 3.046625 -0.332739 0.365158 0.28 -0.36 0.38
H -2.128696 0.391648 1.515535 0.20 -0.75 -0.80
H 2.152522 1.656513 1.120644 -0.96 -1.17 0.30
N -0.532870 -0.323947 0.396736 2.02 0.04 -1.57
H 1.523421 1.344094 -0.373894 -1.17 -1.27 1.07
C 0.472820 0.182977 1.392712 -3.80 0.40 1.19
O -2.688008 -0.350051 -0.328411 -0.25 -0.35 0.34
```
Forces are in eV/Å.

These are the natural (NBO) partial charges, in e, on atoms 1 to 4: 0.49 0.52 0.44 0.20

> Look up the spin multiplicity of the second one.

1